Entry from the OMol25 dataset: a cluster of 3 separate species, C4H13NO2 in total in a non-equilibrium geometry (ωB97M-V/def2-TZVPD).

highest occupied orbital energy = -0.31567 hartree
energy above the lowest of the compared OMol25 structures with the same formula, charge and spin = 36.2 kcal per mole
E_tot = -365.38481 a.u.
frontier orbital gap = 9.360 eV
net charge = 0

```
20
Properties=species:S:1:pos:R:3:mulliken_charge:R:1
C -0.491 1.143 1.133 -1.16
C -0.647 1.737 -0.058 0.75
N -1.916 1.992 -0.663 -0.66
C 0.418 2.094 -1.070 -0.50
C 1.911 1.565 -0.782 -1.28
H 0.436 1.157 1.676 0.32
H -1.353 0.779 1.692 0.33
H -1.901 2.366 -1.609 0.28
H -2.431 1.105 -0.749 0.23
H 0.219 1.322 -1.816 0.27
H 0.460 3.075 -1.528 0.41
H 2.347 2.243 -0.033 0.33
H 2.539 1.705 -1.678 0.38
H 1.824 0.497 -0.613 0.30
O 0.196 -2.351 -0.111 -0.63
H -0.608 -2.717 -0.500 0.30
H -0.087 -1.755 0.584 0.31
O -0.442 -5.150 1.698 -0.61
H -0.051 -4.729 2.470 0.31
H -0.425 -6.078 1.957 0.30
```